This record from OMol25 describes a structure of composition C20H27N2O3OsPS at a distorted geometry. The level of theory is ωB97M-V with the def2-TZVPD basis set.

```
55
Properties=species:S:1:pos:R:3:mulliken_spin:R:1
C 3.29490 -0.94436 -2.82183 0.135
C 3.07230 0.33911 -2.28855 0.313
C 1.93493 0.60986 -1.52372 0.049
C 0.99124 -0.40927 -1.29429 0.163
C 1.21715 -1.69987 -1.84173 0.187
C 2.37096 -1.97327 -2.56879 0.030
C 1.76787 2.00655 -1.00192 0.056
C 0.32147 2.45809 -0.76830 0.025
N -0.66660 2.35250 -1.79884 0.735
Os -0.66473 -0.08989 -0.09113 1.398
C 0.19487 -2.76894 -1.62773 0.029
P -1.37327 -1.89776 -1.10062 0.015
H 3.75823 1.17268 -2.45994 -0.012
H 2.50607 -2.99230 -2.95300 0.003
H 4.16914 -1.12660 -3.43256 0.004
H 0.44365 -3.47471 -0.81981 0.045
H -0.01892 -3.36508 -2.52440 0.019
H 2.25569 2.11413 -0.01444 0.002
H 2.23205 2.74693 -1.66889 -0.004
H -0.08648 1.83279 0.08271 0.056
C -2.39347 -3.20493 -0.39378 0.000
C -2.15308 -1.57535 -2.71145 0.021
H 0.29449 3.48164 -0.33971 0.016
C -0.35228 1.95361 -3.17095 -0.018
C -1.66216 3.43480 -1.76184 -0.016
H -0.47518 -1.63976 0.72262 0.011
H -0.68191 2.74146 -3.87095 0.027
H 0.70194 1.73042 -3.37550 0.006
H -0.96947 1.06585 -3.37408 0.043
H -1.82179 3.88996 -2.74952 0.013
H -2.59918 2.98079 -1.42903 0.037
H -1.37987 4.23703 -1.06524 0.007
H -2.36977 -2.51655 -3.22597 0.006
H -3.08868 -1.03450 -2.54513 0.003
H -1.50792 -0.96724 -3.35097 -0.006
H -2.34780 -4.12064 -0.99534 0.000
H -2.02901 -3.41432 0.61741 0.000
H -3.42836 -2.85056 -0.33756 0.001
H -1.98512 0.92057 -0.56466 0.242
O -1.06983 2.27801 2.18687 0.058
C -0.40696 1.29876 2.51975 -0.046
N 0.30205 0.46601 1.61775 0.306
S 1.61330 -0.39135 2.36227 -0.019
O 1.68944 -1.76335 1.94947 0.003
O 2.78620 0.45152 2.27841 0.016
C 0.74980 -0.26543 3.89898 0.015
C 0.87824 -1.12796 4.98531 -0.006
C -0.00769 -0.97079 6.06614 0.011
C -0.96879 0.05669 6.06075 0.007
C -1.07344 0.91612 4.96394 -0.003
C -0.22735 0.71715 3.86730 0.019
H 1.64951 -1.89700 4.95835 0.000
H 0.05599 -1.66364 6.91240 0.000
H -1.64497 0.16361 6.91336 0.000
H -1.79739 1.72881 4.89836 0.000
```

Calculated values
Spin multiplicity: 5
ΔE to the lowest compared entry with this formula, charge and spin (kcal/mol): 38.5
Total energy (Ha): -1942.92168
Total charge: +2
Maximum force (hartree/bohr): 0.068

This record from OMol25 describes a cluster of 2 separate species, C5H11NO in total at a distorted geometry. The level of theory is ωB97M-V with the def2-TZVPD basis set.

```
18
Properties=species:S:1:pos:R:3:mulliken_spin:R:1
C -2.03583 -2.86942 0.22993 0.100
N -0.98862 -2.67535 1.11567 0.022
C 0.18779 -1.94635 0.86117 0.388
C 0.44725 -0.76122 0.25838 0.163
C 1.66044 -0.79010 -0.56950 0.065
C 2.34216 0.35149 -0.97171 0.451
H -1.83108 -3.46285 -0.70456 -0.007
H -2.72566 -3.41489 0.85014 -0.050
H -2.35679 -1.92258 -0.23771 0.016
H -0.98225 -3.22395 1.96075 -0.005
H 1.05358 -2.46380 1.33973 0.004
H -0.17686 0.17631 0.32957 -0.054
H 1.78188 -1.55332 -1.31066 -0.067
H 2.96362 0.38657 -1.88520 -0.002
H 2.14872 1.20834 -0.33890 -0.031
H -0.47069 7.08853 0.11947 -0.004
H -0.37493 7.06153 -1.44333 -0.004
O -0.96501 6.86764 -0.66733 0.014
```

Calculated values
Spin multiplicity: 2
ΔE to the lowest compared entry with this formula, charge and spin (kcal/mol): 75.9
Total energy (Ha): -326.95391
Total charge: -1
Maximum force (hartree/bohr): 0.064

This record from OMol25 describes the molecule C7H12O2 at a distorted geometry. The level of theory is ωB97M-V with the def2-TZVPD basis set.

```
21
Properties=species:S:1:pos:R:3:lowdin_charge:R:1
C -2.07056 1.54171 0.49325 -0.060
C -0.84791 0.87334 -0.11564 -0.222
C 0.17325 1.70683 -0.48779 -0.154
O 1.14064 1.53344 -1.42356 0.021
C -0.76252 -0.55667 0.04828 -0.335
O -1.80622 -1.29568 0.64342 0.030
C 0.16492 -1.41701 -0.74318 -0.101
C 0.90143 -1.07351 0.52068 -0.196
C 2.38684 -1.01809 0.44720 -0.099
H -2.96873 1.28860 -0.08145 0.081
H -2.23818 1.22983 1.52937 0.082
H -1.98467 2.63205 0.49833 0.078
H 0.14375 2.76398 -0.23781 0.117
H 1.05289 0.65482 -1.81809 0.075
H -2.68065 -0.99481 0.35710 0.107
H -0.12302 -2.46835 -0.80039 0.113
H 0.52890 -1.07837 -1.71803 0.117
H 0.62506 -1.22907 1.55645 0.122
H 2.78460 -0.91784 -0.56777 0.072
H 2.78549 -0.21119 1.06612 0.072
H 2.79468 -1.96402 0.83351 0.082
```

Calculated values
Spin multiplicity: 1
ΔE to the lowest compared entry with this formula, charge and spin (kcal/mol): 103.6
Total energy (Ha): -424.23090
Total charge: 0
Maximum force (hartree/bohr): 0.052

This record from OMol25 describes a cluster of 4 separate species, C5H18NO4 in total at a distorted geometry. The level of theory is ωB97M-V with the def2-TZVPD basis set.

```
28
Properties=species:S:1:pos:R:3:mulliken_spin:R:1
C 1.52559 -2.78630 0.81543 0.001
C 1.05781 -1.57926 -0.00914 0.003
C 1.48867 -0.23734 0.55230 -0.001
C 0.70435 0.94794 0.00866 0.027
C 0.36807 2.02851 1.06089 0.012
O -0.89520 2.52402 0.97757 0.821
N 1.43506 -1.74078 -1.42509 0.000
H 0.76789 -3.06904 1.54182 0.000
H 1.74994 -3.63072 0.16354 0.000
H 2.47728 -2.61705 1.32668 0.000
H -0.03490 -1.60164 0.09809 0.000
H 1.35194 -0.27942 1.63044 0.004
H 2.56849 -0.11097 0.43882 0.000
H -0.27201 0.64717 -0.37669 -0.004
H 1.09537 1.27608 -0.95967 -0.005
H 0.61180 1.61290 2.04101 0.017
H 0.94856 2.96000 0.88048 0.094
H 1.32127 -2.70645 -1.69578 0.000
H 0.79912 -1.15935 -1.95690 0.000
H -3.26097 1.85718 -1.10023 0.001
H -1.98386 2.24039 -0.43494 0.000
O -2.47800 2.40461 -1.25150 0.004
H -1.96162 1.38858 1.79262 -0.001
H -2.15913 0.09354 2.57123 0.000
O -2.38300 0.51883 1.74166 0.028
H -0.89626 0.10457 -2.72588 0.000
H -2.15514 0.84395 -2.62442 0.000
O -1.79110 0.07002 -3.08100 0.000
```

Calculated values
Spin multiplicity: 2
ΔE to the lowest compared entry with this formula, charge and spin (kcal/mol): 0.0
Total energy (Ha): -556.92102
Total charge: 0
Maximum force (hartree/bohr): 0.026

This record from OMol25 describes a structure of composition C17H10Br2Cl3N2O5SiSn at a distorted geometry. The level of theory is ωB97M-V with the def2-TZVPD basis set.

```
41
Properties=species:S:1:pos:R:3:lowdin_charge:R:1
Sn 0.79206 -0.52174 -1.20882 1.035
C -0.52363 -4.26052 -2.96835 -0.057
C -1.18897 -4.10227 -1.66641 -0.367
C -2.31605 -4.91682 -1.35411 -0.013
C -2.84307 -4.74430 -0.11020 -0.046
C -2.32600 -3.83864 0.81706 -0.193
C -2.72559 -3.78543 2.18808 -0.601
Br -4.00855 -5.04952 2.89705 0.694
C -2.06396 -2.95191 3.02724 -0.170
C -1.11050 -1.98588 2.57156 -0.649
Br -0.21136 -0.88752 3.74943 0.799
C -0.66445 -1.99214 1.26368 -0.463
O 0.22862 -1.15157 0.82944 -0.336
C -1.23057 -3.02022 0.42419 -0.144
N -0.72027 -3.17376 -0.83785 0.116
H 0.50590 -3.91025 -2.87346 0.075
H -0.97005 -3.61214 -3.72855 0.068
H -0.57449 -5.32343 -3.35483 0.097
H -2.62054 -5.59018 -2.10597 0.095
H -3.67100 -5.39533 0.24279 0.079
H -2.22344 -3.01674 4.08793 0.085
Cl -2.85421 0.54192 0.02299 0.195
Si -1.71778 0.03542 -1.66524 -0.676
Cl -1.78808 1.69041 -2.92239 0.178
Cl -2.94390 -1.28644 -2.80842 0.138
O 1.39679 2.09606 -2.24762 -0.045
C 1.48493 2.17055 -1.02163 -0.651
O 0.90726 1.34544 -0.21075 -0.266
C 2.21849 3.30027 -0.31256 -0.106
C 2.21850 3.38912 1.05879 -0.033
C 2.49469 4.54258 1.70848 -0.007
C 3.04587 5.63268 0.99284 -0.124
C 3.21659 5.53497 -0.38379 0.012
C 2.75005 4.36386 -1.07983 0.037
N 3.17401 6.96961 1.67820 -0.348
O 3.31781 7.95846 0.99532 0.060
O 3.09757 7.06305 2.90015 0.052
H 1.73577 2.56033 1.62291 0.142
H 2.38005 4.58442 2.80341 0.127
H 3.61781 6.41003 -0.87376 0.106
H 2.71370 4.32754 -2.14696 0.106
```

Calculated values
Spin multiplicity: 1
ΔE to the lowest compared entry with this formula, charge and spin (kcal/mol): 0.0
Total energy (Ha): -8172.18245
Total charge: -1
Maximum force (hartree/bohr): 0.052

This record from OMol25 describes a structure of composition C3H6F9O12S3Zn at a distorted geometry. The level of theory is ωB97M-V with the def2-TZVPD basis set.

```
34
Properties=species:S:1:pos:R:3:lowdin_charge:R:1
Zn 13.57887 -9.58410 11.48732 0.614
C 16.28309 -12.21583 9.40176 -0.683
F 17.33351 -12.96612 9.08835 0.134
F 16.19745 -11.21580 8.53574 0.145
F 15.17839 -12.97503 9.25046 0.108
S 16.41485 -11.64156 11.12820 0.494
O 17.60148 -10.83575 11.16614 -0.279
O 15.16315 -10.89778 11.30043 -0.344
O 16.44274 -12.87068 11.87880 -0.299
C 9.78779 -8.51149 12.97308 -0.670
F 10.36026 -9.03315 14.08237 0.099
F 9.41807 -9.54545 12.21471 0.119
F 8.68836 -7.86673 13.35039 0.134
S 10.93871 -7.40323 12.07563 0.481
O 12.10964 -8.28005 11.97951 -0.338
O 10.25997 -7.17461 10.83548 -0.268
O 11.12024 -6.31424 12.96539 -0.267
C 13.66407 -6.39581 8.58516 -0.643
F 13.31212 -5.86484 9.75889 0.129
F 12.54221 -6.71609 7.91610 0.114
F 14.30332 -5.45349 7.87041 0.112
S 14.75439 -7.87011 8.78859 0.497
O 16.06985 -7.34029 8.74620 -0.261
O 14.36810 -8.34684 10.12357 -0.337
O 14.32299 -8.74729 7.73807 -0.291
O 12.98556 -10.93183 12.96137 -0.008
H 12.74677 -10.79685 13.88167 0.088
H 12.96627 -11.87820 12.79336 0.091
O 14.82399 -8.71272 13.00568 -0.010
H 14.47190 -7.97001 13.50580 0.084
H 15.74981 -8.81509 13.24026 0.089
O 12.20481 -10.46116 10.12206 0.000
H 11.37499 -10.94239 10.12845 0.084
H 12.35539 -10.16379 9.21514 0.084
```

Calculated values
Spin multiplicity: 1
ΔE to the lowest compared entry with this formula, charge and spin (kcal/mol): 0.0
Total energy (Ha): -4893.73531
Total charge: -1
Maximum force (hartree/bohr): 0.023